The following is a quantum chemistry calculation of a molecular structure, C36H34BiN11S3, from the OMol25 dataset.

The geometry in ORCA input format:
```
! wB97M-V def2-TZVPD RIJCOSX def2/J DEFGRID3
* xyz 0 1
Bi 0.93690 0.29741 -0.30760
C 2.59174 -1.13690 2.83836
N 1.25342 -1.53987 2.40164
C 0.36479 -1.57552 3.55419
C 1.24801 -2.70764 1.58392
C 0.62095 -3.88890 1.97134
C 0.58641 -4.99057 1.12650
C 1.18505 -4.93062 -0.12068
C 1.79438 -3.75289 -0.52597
C 1.83121 -2.63839 0.30376
N 2.34470 -1.40687 -0.15708
C 3.68272 -1.24230 -0.43274
C 4.62542 -2.27934 -0.32152
C 5.96737 -2.05952 -0.57010
C 6.43134 -0.80234 -0.93100
C 5.51978 0.23608 -1.02338
C 4.17150 0.03142 -0.77810
N 3.23821 1.15440 -0.83214
C 3.32618 1.87847 -2.11577
C 3.46907 2.08802 0.28540
H 2.98009 -1.82087 3.60500
H 2.54018 -0.13663 3.27496
H 3.28974 -1.12201 2.00728
H 0.73033 -2.24878 4.34243
H -0.63681 -1.89027 3.27237
H 0.29836 -0.57061 3.97336
H 0.14889 -3.95870 2.94138
H 0.08853 -5.89459 1.45212
H 1.15959 -5.78410 -0.78534
H 2.22875 -3.66766 -1.51529
H 4.28899 -3.26557 -0.03449
H 6.66037 -2.88629 -0.47800
H 7.47974 -0.63064 -1.13010
H 5.86833 1.22700 -1.28721
H 4.29609 2.37229 -2.21295
H 2.53792 2.62837 -2.15650
H 3.19509 1.17322 -2.93193
H 4.46060 2.54406 0.22204
H 3.39559 1.54867 1.23183
H 2.71375 2.87690 0.25372
N -3.12836 1.89559 -0.48324
C -4.35993 1.89718 -1.16477
C -4.51737 2.58347 -2.35860
C -5.74956 2.56458 -2.99867
C -6.82781 1.90701 -2.42647
C -6.67430 1.25038 -1.21166
C -5.43189 1.21645 -0.60036
S -5.13334 0.28589 0.86948
N -3.89664 1.18728 1.63489
C -3.06302 1.79636 0.88330
C -1.89124 2.49685 1.50541
C -1.59676 3.80725 1.13947
C -0.49841 4.42481 1.70740
C 0.27128 3.71198 2.61546
C -0.10306 2.41353 2.91809
N -1.16164 1.80899 2.38131
H -2.33540 2.33365 -0.94477
H -3.67911 3.11202 -2.79795
H -5.86078 3.07507 -3.94571
H -7.78921 1.90369 -2.92188
H -7.51040 0.74104 -0.74931
H -2.21886 4.31940 0.41818
H -0.24388 5.44240 1.44262
H 1.14145 4.15142 3.08385
H 0.47486 1.82444 3.62271
S 0.87258 -0.45523 -2.72761
C -0.00791 0.76050 -3.63501
C -0.33097 0.33431 -4.96547
N -0.57230 -0.04393 -6.02446
C -0.36988 1.99453 -3.20964
S -0.08269 2.66277 -1.62860
C -1.10450 2.84785 -4.10374
N -1.71348 3.56643 -4.76402
N -3.30928 -1.82068 2.69105
C -2.68947 -2.01625 1.48199
C -1.69166 -1.12003 1.06355
N -1.04978 -1.30471 -0.07228
C -1.36603 -2.36496 -0.82579
C -2.33463 -3.24418 -0.38673
N -2.99705 -3.08256 0.75848
H -3.38463 -0.85292 2.97747
H -4.15155 -2.36098 2.81553
H -1.42358 -0.26678 1.67680
H -0.83452 -2.49574 -1.75733
H -2.58853 -4.11609 -0.97670
*
```

DFT total energy   -92621.2462 eV
Highest occupied orbital energy   -7.658 eV
Relative energy (zero: lowest compared OMol25 entry of this formula, charge and spin)   0.0 kJ/mol

The following is a quantum chemistry calculation of a molecular structure, C36H34N4O6RbSSb, from the OMol25 dataset.

The geometry in ORCA input format:
```
! wB97M-V def2-TZVPD RIJCOSX def2/J DEFGRID3
* xyz -2 1
Rb -0.31338 0.69794 1.19810
C -4.26779 3.06841 -0.77900
C -2.80609 2.72008 -0.76528
N -2.11052 2.56955 0.30150
N -2.75359 2.59835 1.49671
C -1.90911 2.76586 2.52645
O -0.70270 3.05839 2.51160
C -2.56666 2.53129 3.87151
C -1.75074 2.23022 4.95766
C -2.30100 1.97651 6.20591
C -3.67522 2.04433 6.38724
C -4.49503 2.35778 5.31029
C -3.94503 2.59104 4.05847
C -2.10179 2.47627 -2.04163
C -2.73724 2.72642 -3.26537
C -2.08657 2.43618 -4.45188
C -0.81066 1.90292 -4.40245
C -0.25127 1.69625 -3.14765
N -0.85824 1.96778 -2.00262
H -4.63000 3.06758 0.24550
H -4.84912 2.34961 -1.36405
H -4.43794 4.05838 -1.21428
H -0.68051 2.19478 4.80067
H -1.65229 1.71973 7.03444
H -4.10746 1.84804 7.36166
H -5.56946 2.41180 5.44571
H -4.57188 2.81212 3.20520
H -3.73708 3.13751 -3.27837
H -2.57829 2.61448 -5.40121
H -0.26148 1.63329 -5.29468
H 0.74263 1.26356 -3.06385
O 5.98391 -0.81855 5.85370
C 5.00696 -1.48083 5.44089
O 4.57737 -2.58531 5.82562
C 4.21086 -0.81862 4.28580
C 4.56003 0.44456 3.81657
C 3.84726 0.99489 2.76811
N 2.85158 0.37391 2.12994
C 2.50238 -0.83240 2.59503
C 3.13361 -1.44415 3.67333
C 1.35117 -1.50346 1.85438
O 0.31768 -1.75781 2.50004
O 1.51943 -1.63333 0.60879
H 5.38769 0.96119 4.28370
H 4.09735 1.98607 2.39540
H 2.80626 -2.40950 4.03529
O -1.77880 -0.94724 -0.40620
S -0.66450 -1.40428 -1.28659
C -1.36943 -1.48372 -2.93624
C -0.56983 -1.85834 -4.00878
C -1.09065 -1.81170 -5.29219
C -2.39358 -1.37431 -5.49907
C -3.17405 -0.98071 -4.42215
C -2.66309 -1.03079 -3.13197
C -0.48161 -3.16323 -1.00422
C 0.71992 -3.77034 -1.33355
C 0.87019 -5.12742 -1.09972
C -0.16416 -5.85092 -0.51877
C -1.34582 -5.21823 -0.16149
C -1.51002 -3.86136 -0.40171
H 0.45349 -2.17194 -3.83758
H -0.47429 -2.10655 -6.13279
H -2.79416 -1.32847 -6.50472
H -4.18249 -0.61981 -4.58477
H -3.23241 -0.71274 -2.26685
H 1.54044 -3.16886 -1.70592
H 1.80965 -5.61304 -1.33227
H -0.03327 -6.90652 -0.31340
H -2.13456 -5.77709 0.32657
H -2.39982 -3.32457 -0.09870
C 4.45677 0.42237 -3.33699
Sb 3.22361 -0.27430 -1.67523
C 2.93267 1.73980 -1.00447
C 4.87988 -0.73671 -0.40530
H 5.20939 1.13428 -2.99036
H 3.82462 0.91406 -4.07931
H 4.96153 -0.41701 -3.81924
H 3.91718 2.16761 -0.80429
H 2.34439 1.78864 -0.09344
H 2.44931 2.32287 -1.78925
H 5.51697 0.14077 -0.28598
H 5.46307 -1.54772 -0.84409
H 4.50544 -1.04558 0.56809
*
```

DFT total energy   -74159.4973 eV
Highest occupied orbital energy   -2.900 eV
Relative energy (zero: lowest compared OMol25 entry of this formula, charge and spin)   118.4 kJ/mol

The following is a quantum chemistry calculation of a molecular structure, C36H34N7OPS8SbV at a distorted geometry, from the OMol25 dataset.

The geometry in ORCA input format:
```
! wB97M-V def2-TZVPD RIJCOSX def2/J DEFGRID3
* xyz -2 3
V 0.95707 -0.85502 -0.98449
N 2.31366 -3.33370 1.40649
P 1.18327 -2.03268 1.30314
C 2.03216 -0.96191 2.51403
C 1.71235 -0.90953 3.87018
C 2.44271 -0.10197 4.72977
C 3.51037 0.64150 4.24651
C 3.84406 0.57957 2.90098
C 3.10388 -0.20925 2.03127
C -0.25900 -2.64331 2.23759
C -0.17716 -3.72451 3.11209
C -1.29278 -4.13177 3.82489
C -2.50041 -3.46191 3.67139
C -2.58882 -2.39236 2.79488
C -1.47336 -1.98548 2.07405
C 2.12519 -4.42150 0.54390
C 3.19839 -5.23040 0.14059
C 2.92503 -6.27836 -0.70968
C 1.61580 -6.49763 -1.13235
C 0.63525 -5.64011 -0.68037
N 0.87802 -4.63036 0.15780
H 3.25772 -2.97316 1.36672
H 0.88114 -1.48677 4.25109
H 2.17703 -0.05467 5.77929
H 4.07776 1.27443 4.91900
H 4.67321 1.15943 2.51349
H 3.34934 -0.23550 0.97486
H 0.76492 -4.24852 3.22032
H -1.22413 -4.98052 4.49571
H -3.37555 -3.78601 4.22271
H -3.53056 -1.87772 2.64881
H -1.55779 -1.18310 1.34891
H 4.20688 -5.00058 0.45606
H 3.72967 -6.90951 -1.06661
H 1.37139 -7.28997 -1.82637
H -0.39117 -5.72851 -1.01228
S 3.10092 -2.79916 -4.93193
Sb 3.13947 -0.77228 -3.48169
S 3.17920 -1.92189 -1.39376
S 0.88324 -0.13683 -3.34704
S -2.68648 -4.25019 -7.42390
C -1.68517 -4.00928 -6.11250
S -0.01471 -4.36131 -6.10085
C 0.33963 -3.88695 -4.45101
C -0.69991 -3.41788 -3.71066
S -0.84195 -2.94213 -2.07585
S -2.22045 -3.37441 -4.60323
S 1.96046 -4.17152 -3.88124
C -2.44106 4.98983 -4.40417
C -2.47443 4.99707 -2.90216
C -1.37820 4.57430 -2.15662
C -1.40092 4.57005 -0.77098
C -2.55426 4.94316 -0.09793
N -2.64923 4.90142 1.30465
C -2.15917 4.04737 2.27314
O -2.24708 4.39828 3.45506
N -1.59570 2.85029 1.95337
C -1.67202 2.03978 0.78694
C -2.79631 1.95910 0.05034
C -2.88351 1.07038 -1.05980
C -1.86237 0.17582 -1.21647
N -0.76377 0.10178 -0.45385
C -0.47851 1.14602 0.54541
C -3.65737 5.37819 -0.82802
C -3.60723 5.41555 -2.21177
H -1.56240 4.45886 -4.76903
H -2.41455 6.00561 -4.80839
H -3.32143 4.49353 -4.81723
H -0.48914 4.21408 -2.66200
H -0.52860 4.21433 -0.23087
H -3.17679 5.63579 1.74182
H -1.26644 2.39164 2.79303
H -3.64948 2.56785 0.32925
H -3.75082 1.04605 -1.70203
H -1.90036 -0.58665 -1.98615
H -0.25530 0.65760 1.52933
H -4.56909 5.65377 -0.30904
H -4.48203 5.74140 -2.76560
C 1.51770 3.48574 1.61955
N 1.32331 3.02682 0.25321
C 2.47114 3.35832 -0.57208
C 0.93350 1.66204 0.11490
N 1.67581 0.80326 -0.41688
H 1.76904 4.54974 1.60977
H 2.33816 2.94631 2.11816
H 0.61310 3.36317 2.20126
H 2.56887 4.44734 -0.60723
H 2.32035 2.96209 -1.57472
H 3.40682 2.92817 -0.18688
*
```

DFT total energy   -178565.0241 eV
Highest occupied orbital energy (spin up / spin down)   -1.733 / -1.794 eV

The following is a quantum chemistry calculation of a molecular structure, C36H34N8O4SY, from the OMol25 dataset.

The geometry in ORCA input format:
```
! wB97M-V def2-TZVPD RIJCOSX def2/J DEFGRID3
* xyz 1 1
Y -1.41877 0.03149 0.66853
C -3.33045 3.95774 0.88858
C -2.75080 2.69687 1.46609
O -2.85597 1.63663 0.71958
C -2.16203 2.70401 2.71082
C -1.76218 1.55347 3.46667
C -1.63147 1.71326 4.95196
N -1.57128 0.39857 2.88687
N -1.43515 -0.74034 3.68775
C -1.61706 -1.81532 2.97771
O -1.87664 -1.83175 1.69326
C -1.51546 -3.13528 3.65600
C -1.73830 -4.29855 2.92592
C -1.63542 -5.53858 3.54029
C -1.29128 -5.62648 4.88105
C -1.06211 -4.46727 5.61184
C -1.17818 -3.22754 5.00508
H -4.13234 3.70306 0.19843
H -2.55919 4.49559 0.33080
H -3.70846 4.62383 1.66135
H -2.17490 3.64023 3.25192
H -1.21881 2.69433 5.18305
H -1.01857 0.92647 5.38055
H -2.62068 1.65647 5.41135
H -2.00786 -4.21813 1.88155
H -1.83718 -6.43922 2.97306
H -1.21040 -6.59424 5.35870
H -0.80110 -4.53208 6.66002
H -1.01364 -2.31934 5.56841
N 2.59253 5.54455 -2.92381
C 2.70308 6.52843 -3.88314
C 3.72358 7.42046 -4.20204
C 3.47861 8.28125 -5.25077
C 2.26348 8.25897 -5.95958
C 1.25821 7.37457 -5.63786
C 1.48575 6.49472 -4.57733
N 0.66430 5.52009 -4.04508
C 1.35063 4.98461 -3.07364
C 0.83974 3.89166 -2.24429
C 1.61159 3.21793 -1.30381
C 1.04290 2.18560 -0.58102
N -0.22642 1.80345 -0.73346
C -0.97395 2.46416 -1.63012
C -0.48823 3.49481 -2.40240
H 3.27814 5.32167 -2.22537
H 4.65992 7.44236 -3.66066
H 4.24008 8.99392 -5.53771
H 2.12267 8.95653 -6.77403
H 0.32210 7.35524 -6.17871
H 2.64983 3.46390 -1.12846
H 1.62946 1.62745 0.13867
H -2.01167 2.15933 -1.70153
H -1.11814 4.00486 -3.11660
N -1.78732 -1.48939 -4.94542
C -2.61657 -1.50318 -3.74769
C -1.78812 -1.06265 -2.55511
O -2.26750 -0.89513 -1.44523
O -0.51218 -0.90045 -2.79801
H -2.00899 -0.71792 -5.56040
H -1.85521 -2.34461 -5.47824
H -0.42264 -1.08590 -3.77298
H -2.96923 -2.51024 -3.51996
H -3.50115 -0.86737 -3.79713
S 2.58746 -4.79081 2.66136
C 1.98453 -3.32078 1.92830
C 1.61263 -3.18577 0.59049
C 1.09851 -1.98104 0.16462
N 0.92685 -0.91960 0.96736
C 1.33041 -1.04636 2.24151
C 1.86563 -2.20472 2.75603
C 2.29347 -5.98052 1.37288
C 3.30740 -6.35439 0.50513
C 3.01443 -7.29142 -0.47766
N 1.81565 -7.84572 -0.62989
C 0.85710 -7.48683 0.21975
C 1.04199 -6.56343 1.23939
H 1.70608 -4.00520 -0.10690
H 0.79234 -1.85247 -0.86857
H 1.18192 -0.18500 2.88065
H 2.14147 -2.24836 3.80095
H 4.29858 -5.92995 0.58890
H 3.78212 -7.60619 -1.17502
H -0.10780 -7.96233 0.08499
H 0.23562 -6.30071 1.91145
*
```

DFT total energy   -69874.0990 eV
Highest occupied orbital energy   -9.848 eV
Relative energy (zero: lowest compared OMol25 entry of this formula, charge and spin)   12.9 kJ/mol

The following is a quantum chemistry calculation of a molecular structure, C36H35BrF4MgNO2P2S3, from the OMol25 dataset.

The geometry in ORCA input format:
```
! wB97M-V def2-TZVPD RIJCOSX def2/J DEFGRID3
* xyz 1 1
Mg -0.70166 0.40637 0.05306
F 3.63880 -3.31081 -4.67753
C 2.62235 -3.01738 -3.88852
C 1.41625 -3.67914 -4.03296
F 1.27579 -4.61227 -4.95956
C 0.36724 -3.36814 -3.18235
F -0.75821 -4.06912 -3.31589
C 0.47207 -2.38590 -2.20426
P -0.91372 -2.03333 -1.06963
C -0.83583 -3.48085 0.02657
C -1.46173 -4.69735 -0.23358
C -1.27886 -5.76846 0.62791
C -0.46027 -5.64235 1.74051
C 0.18695 -4.44066 1.99330
C -0.00382 -3.36348 1.14210
C -2.41942 -2.12479 -2.06711
C -2.41497 -1.56057 -3.34135
C -3.58315 -1.51688 -4.08349
C -4.76322 -2.02536 -3.55827
C -4.77534 -2.57099 -2.28323
C -3.60845 -2.61814 -1.53323
C 1.70611 -1.74819 -2.06603
Br 2.03593 -0.46172 -0.72126
C 2.76712 -2.05724 -2.89618
F 3.94277 -1.45789 -2.75965
H -2.07927 -4.81768 -1.11298
H -1.77180 -6.70938 0.42219
H -0.31896 -6.48392 2.40564
H 0.84258 -4.34195 2.84888
H 0.51701 -2.43133 1.33112
H -1.50206 -1.15394 -3.76022
H -3.57095 -1.08039 -5.07344
H -5.67324 -1.99283 -4.14258
H -5.69315 -2.96705 -1.86886
H -3.63404 -3.04380 -0.53811
C -4.24477 1.30788 0.96066
C -3.69459 1.85903 -0.33579
C -4.19367 1.11728 -1.55329
O -2.23379 1.78130 -0.21200
P -1.16445 2.76234 -1.08702
S -0.91902 1.91747 -2.81519
S 0.37953 2.65784 0.17955
O -1.86380 4.18044 -1.12072
C -1.62862 5.19560 -0.08118
C -1.99140 6.52099 -0.70665
C -2.43715 4.86712 1.15626
H -5.33394 1.36079 0.95544
H -3.87392 1.87590 1.81386
H -3.96037 0.25960 1.08639
H -3.92462 2.92062 -0.42341
H -3.92039 0.06400 -1.50106
H -3.79083 1.53990 -2.47030
H -5.28304 1.18103 -1.58582
H -0.56462 5.15744 0.15280
H -3.05411 6.55982 -0.94786
H -1.42022 6.68034 -1.61973
H -1.76387 7.32762 -0.00952
H -3.50378 4.86254 0.92771
H -2.26193 5.62106 1.92394
H -2.14264 3.89441 1.55497
N -0.69777 -0.19124 2.00752
S -0.63156 0.86407 3.21155
C -1.91861 0.47292 4.37344
C -2.88188 1.44462 4.59788
C -3.92940 1.16910 5.46714
C -4.00113 -0.06624 6.09053
C -3.02817 -1.03366 5.85937
C -1.97675 -0.76548 5.00214
C 0.81737 0.46536 4.18324
C 1.80881 -0.32790 3.63184
C 2.96494 -0.56764 4.36312
C 3.12034 -0.00919 5.62159
C 2.12125 0.79392 6.15823
C 0.96363 1.03884 5.43975
H -0.79123 -1.14155 2.35718
H -2.81039 2.40534 4.10234
H -4.68453 1.91979 5.65684
H -4.81646 -0.27939 6.76896
H -3.08913 -1.99217 6.35682
H -1.19955 -1.50277 4.83512
H 1.68274 -0.74156 2.63949
H 3.74580 -1.18686 3.94209
H 4.02369 -0.19350 6.18725
H 2.24504 1.23106 7.13982
H 0.18181 1.66011 5.85963
*
```

DFT total energy   -180925.0372 eV
Highest occupied orbital energy   -10.575 eV
Relative energy (zero: lowest compared OMol25 entry of this formula, charge and spin)   23.8 kJ/mol

- The lowest DFT total energy belongs to which entry?
  C36H35BrF4MgNO2P2S3